[1]
{"formula": "C10H18FO3P", "method": "the ωB97M-V functional and the def2-TZVPD basis", "lumo_ev": [0.1822, 0.1831], "homo_lumo_gap_ev": [8.45, 8.45], "relative_energy_kcal_mol": 77.14, "homo_energy_ev": [-8.3, -8.3], "largest_force_ha_per_bohr": 0.12446, "species": ["C", "C", "C", "C", "C", "C", "C", "C", "C", "C", "O", "O", "O", "F", "P", "H", "H", "H", "H", "H", "H", "H", "H", "H", "H", "H", "H", "H", "H", "H", "H", "H", "H"], "xyz": [[-1.591, 1.048, 2.799], [-0.690, 0.805, 2.044], [-3.847, 0.278, 3.645], [3.430, -2.014, -1.169], [-0.303, -1.075, -3.125], [1.218, 2.946, 0.915], [-2.682, 1.343, 3.655], [3.123, -1.116, 0.005], [-0.969, -0.031, -2.212], [0.488, 0.724, 1.210], [0.194, -1.691, -0.079], [2.266, -0.056, -0.550], [0.071, 0.609, -1.447], [1.461, 0.341, 2.090], [0.720, -0.283, -0.291], [-4.551, 0.509, 4.439], [-4.297, 0.254, 2.650], [-3.591, -0.710, 3.785], [4.124, -2.754, -0.846], [2.545, -2.413, -1.514], [3.911, -1.473, -1.981], [0.362, -1.647, -2.476], [-1.027, -1.654, -3.628], [0.522, -0.650, -3.748], [0.767, 3.612, 1.527], [2.297, 2.746, 1.181], [1.206, 2.955, -0.142], [-2.221, 1.503, 4.665], [-2.978, 2.306, 3.152], [3.965, -0.406, 0.419], [2.771, -1.799, 0.802], [-1.716, -0.401, -1.534], [-1.428, 0.658, -2.826]], "forces_ev_per_a": [[1.1, -1.2, -0.9], [-0.1, 0.4, -1.4], [0.0, 2.7, -0.5], [2.3, 1.7, 0.6], [2.0, 1.0, 1.5], [3.0, -5.6, -1.0], [-0.7, 0.2, 0.4], [2.2, 1.6, 0.0], [1.6, -1.6, -0.2], [0.3, 3.2, 1.4], [1.2, 2.6, -0.6], [-1.1, -1.1, 0.7], [0.0, -0.3, 0.5], [1.3, -0.6, 0.1], [-1.5, -0.9, 0.7], [-0.4, 0.3, -0.2], [-0.3, 0.4, 0.2], [1.4, -2.1, 0.6], [0.4, -1.0, 0.1], [-1.9, -1.2, -0.7], [0.0, 0.2, -0.1], [-0.7, -0.9, 0.0], [-0.5, -0.8, -0.8], [-1.3, 0.3, -0.2], [-1.9, 1.8, 1.6], [-1.3, 0.1, 0.1], [-0.7, 0.6, -0.9], [-0.9, 0.1, -0.7], [-0.6, -0.5, 1.3], [-1.1, -2.1, -0.8], [-0.7, 1.2, -0.1], [-0.2, -0.6, 0.2], [-0.8, 2.1, -1.0]], "nbo_charge": [0.07, -0.12, -0.59, -0.63, -0.64, -0.50, -0.49, -0.08, -0.06, -0.03, -1.07, -0.81, -0.80, -0.37, 2.33, 0.21, 0.21, 0.21, 0.21, 0.22, 0.21, 0.22, 0.22, 0.21, 0.18, 0.19, 0.20, 0.24, 0.24, 0.20, 0.22, 0.19, 0.18]}

[2]
{"formula": "C19H23N5O2", "method": "the ωB97M-V functional and the def2-TZVPD basis", "smiles": "CC(C)Oc1ccc(Nc2nc3n(C4CCCC4)[nH]cc-3c(=O)n2)cc1", "lumo_ev": 0.0856, "homo_lumo_gap_ev": 7.57, "relative_energy_kcal_mol": 84.94, "homo_energy_ev": -7.5, "largest_force_ha_per_bohr": 0.07718, "species": ["O", "N", "N", "O", "C", "C", "C", "C", "C", "C", "C", "C", "C", "C", "C", "N", "N", "N", "C", "C", "C", "C", "C", "C", "C", "C", "H", "H", "H", "H", "H", "H", "H", "H", "H", "H", "H", "H", "H", "H", "H", "H", "H", "H", "H", "H", "H", "H", "H"], "xyz": [[-0.378, -3.733, -0.271], [0.166, -1.605, -0.249], [0.109, -0.422, 1.808], [2.256, 1.541, -5.549], [-0.281, -2.698, 0.389], [0.365, -0.556, 0.455], [-0.459, -1.412, 2.449], [-0.767, -2.608, 1.712], [-1.459, -3.440, 2.520], [1.290, 2.275, -3.488], [2.073, -0.004, -3.693], [0.922, 1.996, -2.151], [1.659, -0.292, -2.381], [1.853, 1.261, -4.261], [1.085, 0.723, -1.581], [0.761, 0.573, -0.236], [-1.664, -2.784, 3.747], [-0.908, -1.580, 3.754], [2.415, 2.821, -7.606], [0.365, 1.451, -7.065], [-2.657, -0.231, 6.577], [-1.589, -1.220, 6.952], [-2.449, -0.010, 5.064], [-0.419, -0.923, 6.053], [1.495, 2.318, -6.496], [-1.013, -0.484, 4.730], [-1.875, -4.364, 2.206], [1.181, 3.289, -3.814], [2.538, -0.760, -4.323], [0.476, 2.803, -1.580], [1.847, -1.289, -1.965], [0.716, 1.407, 0.340], [-1.656, -3.393, 4.558], [1.900, 3.383, -8.369], [3.223, 3.424, -7.184], [2.873, 1.946, -8.116], [-0.198, 0.952, -6.296], [0.710, 0.696, -7.767], [-0.336, 2.133, -7.624], [-2.509, 0.706, 7.116], [-3.632, -0.612, 6.789], [-1.336, -1.194, 8.028], [-1.916, -2.248, 6.768], [-2.570, 1.042, 4.834], [-3.238, -0.554, 4.506], [0.158, -0.079, 6.472], [0.235, -1.787, 5.916], [1.074, 3.181, -5.992], [-0.436, 0.365, 4.315]], "forces_ev_per_a": [[-0.1, -0.6, 0.8], [0.6, -0.1, -0.4], [0.3, 1.9, 1.4], [1.0, -0.6, -0.4], [-0.6, -2.2, -3.2], [-0.6, 0.9, 0.2], [0.0, -0.8, -1.3], [-0.1, 0.4, 2.3], [0.4, 2.2, 0.4], [-0.1, -1.1, 1.7], [-0.5, 0.3, 0.0], [0.1, -0.3, -0.9], [0.5, 0.3, -0.1], [-0.5, 0.9, -0.1], [0.4, 0.2, -1.4], [-0.3, -0.1, 2.4], [-0.2, -0.6, -0.7], [0.5, 0.3, -2.1], [0.9, -1.1, 0.4], [-0.5, 1.3, -0.7], [0.5, 0.4, -0.5], [0.2, -0.9, 1.2], [-0.8, -0.2, -0.1], [0.8, 0.5, 0.5], [-0.5, -0.7, 0.0], [-0.3, 0.0, -0.2], [-0.3, -0.8, 0.5], [-0.1, 0.3, -0.4], [-0.1, 0.0, 0.2], [0.1, -0.1, 0.2], [-0.2, 0.6, -0.2], [0.1, -0.1, -0.3], [0.2, 0.6, 0.2], [-0.4, 0.2, 0.0], [-0.1, 0.0, -0.1], [-0.2, 0.5, 0.3], [-0.2, -0.1, 0.5], [0.3, 0.0, 0.0], [0.5, -0.7, 0.5], [-0.1, 0.0, 0.1], [-0.7, 0.0, 0.2], [0.0, 0.0, -0.5], [-0.2, 0.0, -0.1], [0.0, 0.1, -0.3], [0.7, 0.2, 0.1], [0.0, -0.4, -0.1], [0.2, 0.3, 0.1], [-0.2, 0.2, 0.2], [-0.2, -0.8, -0.2]], "nbo_charge": [-0.60, -0.59, -0.63, -0.53, 0.61, 0.62, 0.47, -0.27, 0.09, -0.28, -0.27, -0.21, -0.14, 0.29, 0.11, -0.57, -0.38, -0.21, -0.62, -0.63, -0.41, -0.40, -0.43, -0.42, 0.11, -0.06, 0.25, 0.21, 0.23, 0.20, 0.24, 0.40, 0.40, 0.22, 0.22, 0.21, 0.22, 0.21, 0.20, 0.20, 0.22, 0.22, 0.18, 0.22, 0.23, 0.22, 0.22, 0.17, 0.26]}

[3]
{"formula": "C4H14NO2", "method": "the ωB97M-V functional and the def2-TZVPD basis", "s_squared": 0.75, "spin_multiplicity": 2, "lumo_ev": [0.4478, 0.2728], "homo_lumo_gap_ev": [3.17, 10.32], "relative_energy_kcal_mol": 84.68, "homo_energy_ev": [-2.7, -10.0], "largest_force_ha_per_bohr": 0.08573, "species": ["C", "C", "C", "C", "N", "H", "H", "H", "H", "H", "H", "H", "H", "H", "H", "H", "H", "O", "H", "H", "O"], "xyz": [[0.320, -0.243, 1.396], [0.769, 1.102, 1.027], [0.892, 1.627, -0.439], [2.125, 1.917, -0.895], [-1.268, -0.192, 1.297], [0.555, -0.603, 2.359], [0.736, -0.759, 0.527], [1.775, 0.975, 1.587], [0.175, 1.794, 1.675], [0.003, 1.860, -0.960], [2.363, 2.309, -1.910], [3.012, 1.406, -0.279], [-1.328, -0.277, 0.256], [-1.748, 0.575, 1.691], [-1.675, -1.017, 1.710], [-0.390, -1.516, -2.881], [0.750, -1.332, -2.025], [-0.184, -1.444, -1.912], [-1.833, -1.766, -1.406], [-2.776, -2.626, -0.363], [-2.272, -1.788, -0.454]], "forces_ev_per_a": [[-3.0, 0.4, -2.2], [1.9, 2.1, 1.9], [1.7, -0.5, 2.2], [1.4, -2.1, 0.5], [3.3, -2.2, -1.9], [0.5, -0.3, 0.9], [-0.7, -1.5, 0.6], [-0.7, 1.3, -1.4], [0.6, 0.1, -0.7], [-0.8, 0.3, -0.4], [-0.3, -0.2, 1.0], [-1.8, 1.7, -1.5], [-1.1, 0.2, 0.6], [-0.3, 1.9, 0.7], [-0.5, -1.0, 0.2], [-0.3, 0.1, 0.9], [1.3, 0.2, 0.6], [-0.4, -0.1, -2.2], [-1.4, -0.4, 3.1], [0.4, 0.7, -0.3], [0.1, -0.8, -2.7]], "nbo_charge": [-0.33, -0.49, -0.23, -0.41, -0.98, 0.21, 0.22, 0.22, 0.21, 0.21, 0.21, 0.19, 0.41, 0.35, 0.35, 0.46, 0.48, -0.98, 0.49, 0.47, -1.06]}

[4]
{"formula": "C43H43N6O2P2S2Zn", "method": "the ωB97M-V functional and the def2-TZVPD basis", "charge": 1, "lumo_ev": -2.9502, "homo_lumo_gap_ev": 6.54, "relative_energy_kcal_mol": 0.00, "homo_energy_ev": -9.5, "largest_force_ha_per_bohr": 0.03464, "species": ["Zn", "N", "C", "C", "C", "C", "C", "C", "S", "O", "O", "N", "C", "N", "C", "C", "C", "N", "H", "H", "H", "H", "H", "H", "H", "H", "H", "C", "C", "P", "C", "C", "C", "C", "C", "C", "C", "C", "C", "C", "C", "C", "C", "P", "C", "C", "C", "C", "C", "C", "C", "C", "C", "C", "C", "C", "H", "H", "H", "H", "H", "H", "H", "H", "H", "H", "H", "H", "H", "H", "H", "H", "H", "H", "H", "H", "H", "H", "H", "H", "H", "H", "C", "C", "C", "C", "N", "C", "S", "N", "C", "H", "H", "H", "H", "H", "H", "H", "H"], "xyz": [[0.635, 0.491, 0.703], [-0.784, 8.071, -3.220], [-0.952, 6.885, -2.535], [-1.598, 6.881, -1.260], [-1.753, 5.700, -0.560], [-1.253, 4.498, -1.129], [-0.587, 4.473, -2.362], [-0.454, 5.662, -3.073], [-1.616, 2.979, -0.248], [-2.232, 2.090, -1.207], [-2.298, 3.374, 0.969], [-0.170, 2.290, 0.088], [0.558, 2.995, 1.014], [0.477, 4.331, 1.114], [1.231, 4.897, 2.051], [2.106, 4.183, 2.908], [2.144, 2.795, 2.731], [1.385, 2.213, 1.769], [-1.339, 8.858, -2.942], [-0.502, 8.038, -4.191], [-1.974, 7.814, -0.855], [-2.214, 5.644, 0.417], [-0.212, 3.533, -2.759], [0.082, 5.684, -4.015], [1.089, 5.966, 2.135], [2.691, 4.685, 3.667], [2.748, 2.128, 3.330], [-0.531, -1.329, -3.082], [-1.572, -0.682, -2.145], [-2.496, -1.826, -1.052], [-4.210, -1.621, -1.607], [-4.535, -1.180, -2.907], [-5.873, -1.105, -3.301], [-6.911, -1.489, -2.431], [-6.574, -1.942, -1.142], [-5.238, -1.993, -0.727], [-2.407, -0.841, 0.460], [-1.308, -1.031, 1.334], [-1.184, -0.215, 2.493], [-2.109, 0.808, 2.762], [-3.188, 0.972, 1.875], [-3.344, 0.159, 0.743], [0.891, -0.777, -2.892], [1.570, -0.949, -1.150], [1.726, -2.764, -1.061], [0.516, -3.476, -0.969], [0.489, -4.862, -1.156], [1.671, -5.566, -1.353], [2.889, -4.880, -1.311], [2.936, -3.485, -1.143], [3.187, -0.194, -1.433], [3.431, 1.076, -0.853], [4.635, 1.730, -1.057], [5.626, 1.157, -1.880], [5.348, -0.069, -2.493], [4.136, -0.743, -2.295], [-0.836, -1.093, -4.111], [-0.522, -2.429, -3.017], [-2.236, -0.016, -2.704], [-1.018, -0.013, -1.476], [-3.754, -0.952, -3.617], [-6.101, -0.771, -4.307], [-7.948, -1.426, -2.755], [-7.342, -2.286, -0.467], [-4.980, -2.322, 0.270], [-0.601, -1.846, 1.154], [-0.290, -0.304, 3.106], [-1.983, 1.479, 3.607], [-3.907, 1.757, 2.047], [-4.118, 0.410, 0.024], [0.908, 0.301, -3.092], [1.586, -1.276, -3.584], [-0.428, -2.936, -0.803], [-0.464, -5.372, -1.144], [1.663, -6.641, -1.501], [3.813, -5.431, -1.404], [3.891, -2.972, -1.055], [2.694, 1.514, -0.188], [4.803, 2.675, -0.564], [6.581, 1.649, -2.038], [6.081, -0.505, -3.160], [3.939, -1.690, -2.796], [1.705, -2.890, 6.650], [1.728, -3.056, 5.165], [1.373, -4.216, 4.497], [1.426, -4.216, 3.085], [1.736, -3.113, 2.368], [2.114, -2.016, 3.018], [2.576, -0.552, 2.209], [2.109, -1.989, 4.398], [1.148, -5.447, 2.277], [1.475, -3.861, 7.104], [0.957, -2.147, 6.967], [2.680, -2.548, 7.021], [1.045, -5.100, 5.036], [2.392, -1.098, 4.812], [1.522, -6.330, 2.809], [1.715, -5.351, 1.347], [0.089, -5.609, 2.040]], "forces_ev_per_a": [[-0.1, -0.8, -0.1], [0.2, -0.3, -0.1], [-0.1, -0.7, 0.3], [0.4, -0.3, -0.8], [0.7, -0.9, -1.0], [-0.4, 0.3, 0.4], [-0.6, 0.5, 0.5], [-0.1, 0.6, 0.7], [-0.1, 1.2, -1.3], [-0.1, 0.1, 0.6], [0.3, -0.4, -0.6], [0.4, 0.1, 1.0], [0.7, 0.4, 0.3], [0.5, -0.4, 0.8], [0.1, -0.7, 0.2], [-0.6, -0.5, -0.6], [-0.8, 0.8, -0.9], [-0.3, 0.8, 0.0], [0.0, 0.0, -0.1], [-0.2, 0.0, 0.3], [0.0, 0.0, 0.0], [0.0, 0.1, -0.1], [-0.1, 0.2, 0.0], [-0.1, 0.0, 0.0], [0.3, 0.1, 0.1], [-0.1, -0.1, -0.1], [0.1, 0.0, 0.0], [-0.2, -0.1, -0.5], [0.9, 0.4, -0.2], [-0.1, -0.5, -0.4], [-0.6, 0.3, -0.3], [-0.5, -0.5, 0.8], [-0.2, -0.3, 0.4], [1.0, 0.1, 0.2], [0.3, 0.2, -0.5], [-0.3, 0.1, -0.9], [-0.2, 0.6, 0.7], [-0.5, 0.5, 0.4], [0.2, 0.3, -0.7], [-0.4, -0.6, -0.9], [0.3, -0.6, 0.4], [0.8, 0.3, 0.5], [-0.4, -0.2, 0.4], [-0.2, 0.2, -0.7], [0.2, -0.6, 0.5], [0.3, 0.1, -0.3], [0.1, 0.5, 0.1], [0.3, 0.4, 0.1], [-0.2, 0.5, 0.2], [-0.7, -0.3, 0.0], [0.3, 0.7, 0.2], [0.2, -1.0, -0.2], [0.4, -0.3, -0.4], [-1.0, -0.3, 0.3], [0.0, 0.1, -0.1], [0.3, 0.5, 0.2], [0.2, -0.2, 0.1], [0.0, 0.4, 0.0], [0.1, -0.1, 0.3], [-0.3, 0.0, -0.1], [0.0, 0.1, 0.0], [-0.1, 0.0, 0.1], [0.2, -0.1, 0.1], [-0.1, 0.1, 0.1], [-0.1, -0.1, 0.1], [-0.2, 0.1, 0.2], [-0.2, -0.2, 0.2], [0.0, -0.2, -0.1], [0.0, 0.1, 0.0], [0.0, -0.2, 0.2], [0.0, -0.1, 0.0], [-0.1, 0.2, 0.3], [0.6, -0.5, -0.2], [0.0, 0.0, 0.0], [0.0, 0.1, 0.0], [0.1, 0.0, 0.0], [-0.2, -0.2, -0.1], [0.1, 0.1, -0.1], [0.1, 0.1, 0.0], [-0.2, -0.1, 0.0], [0.0, 0.0, 0.0], [0.2, 0.3, 0.0], [0.1, -0.1, 0.1], [-0.1, 0.0, -0.6], [0.2, 0.6, 0.0], [-0.2, 0.7, -0.4], [0.0, -0.9, 0.8], [-0.1, 1.0, -0.2], [-0.2, -0.9, 0.6], [-0.1, -0.5, 0.0], [0.5, -0.2, 0.1], [0.0, 0.4, 0.0], [0.1, -0.3, -0.2], [-0.2, -0.1, -0.1], [0.2, 0.2, 0.0], [-0.1, -0.4, 0.0], [-0.2, 0.1, 0.0], [-0.3, 0.0, 0.1], [0.2, 0.3, 0.1]], "lowdin_charge": [0.51, 0.10, -0.30, -0.02, -0.06, -0.30, -0.06, -0.03, 0.64, -0.31, -0.31, -0.14, -0.48, 0.15, -0.07, -0.03, -0.11, 0.01, 0.09, 0.10, 0.11, 0.11, 0.11, 0.11, 0.12, 0.10, 0.08, -0.28, -0.36, 1.07, -0.39, -0.08, -0.07, -0.07, -0.07, -0.11, -0.37, -0.16, -0.13, -0.06, -0.06, -0.07, -0.29, 1.04, -0.34, -0.14, -0.08, -0.09, -0.07, -0.07, -0.38, -0.12, -0.06, -0.05, -0.06, -0.09, 0.11, 0.09, 0.07, 0.02, 0.09, 0.10, 0.10, 0.10, 0.10, 0.07, 0.07, 0.12, 0.11, 0.12, 0.10, 0.10, 0.01, 0.11, 0.11, 0.10, 0.10, 0.05, 0.11, 0.11, 0.11, 0.10, 0.00, -0.24, 0.04, -0.25, 0.13, -0.74, 0.66, 0.11, -0.01, 0.09, 0.10, 0.10, 0.13, 0.15, 0.09, 0.07, 0.10]}